# 1
52
Properties=species:S:1:pos:R:3:forces:R:3 method="wB97M-V/def2-TZVPD" mol_weight_g_mol=623.40 spin_multiplicity=1 homo_ev=-8.28 energy_ha=-3313.136287 fmax_ha_per_bohr=0.0323 orbital_gap_ev=6.21
C 4.338021 -0.367872 1.786197 -0.57 0.38 -0.15
C 3.083533 -1.152938 1.550939 -0.07 -0.45 0.24
C 2.700396 -2.127302 2.477598 -0.31 0.07 -0.46
C 1.548921 -2.880323 2.284036 0.10 0.05 0.08
C 0.756274 -2.678115 1.158923 0.33 0.13 0.41
C -0.481014 -3.492466 0.940794 0.88 -0.03 -0.56
N -1.688637 -2.653410 0.974092 -0.51 -0.37 0.18
N -2.077815 -1.952655 -0.122380 -0.09 0.30 -0.45
C -3.186003 -1.279430 0.204356 -0.33 0.03 0.20
N -3.840203 -0.464927 -0.649569 0.49 0.40 -0.76
N -4.996823 0.209909 -0.321960 -0.50 -0.38 1.52
C -4.824572 1.218921 0.696584 0.33 0.10 -0.29
O -4.995102 1.111757 1.844306 -0.32 -0.25 0.92
F -4.415616 2.325881 0.144103 0.37 0.54 -0.62
C -6.112743 -0.659643 -0.178616 0.48 -0.16 -0.78
O -6.316378 -1.521431 -0.944206 -0.05 -1.02 -0.59
F -6.897687 -0.404673 0.820831 -0.38 0.74 0.63
N -3.534474 -1.544572 1.455755 -0.36 0.24 -0.13
C -2.605248 -2.385886 1.894573 -0.04 -0.20 0.44
P -2.649166 -3.076327 3.607850 1.24 -0.75 0.81
N -1.350282 -3.842479 3.999518 -0.31 0.00 -0.28
C 1.134885 -1.705293 0.249886 -0.16 0.11 -0.20
C 2.274054 -0.948940 0.439063 0.20 0.18 -0.05
H 4.519791 0.325791 0.973154 0.14 0.00 -0.18
H 4.186923 0.240991 2.674430 0.24 0.00 0.22
H 5.188559 -1.022966 1.917976 0.23 -0.07 0.09
H 3.310296 -2.281337 3.352856 0.07 -0.11 0.16
H 1.251893 -3.620334 3.011129 -0.04 -0.07 0.13
H -0.549803 -4.302061 1.649615 -0.40 0.10 0.40
H -0.438567 -3.946319 -0.048534 -0.29 0.01 -0.17
H -1.576972 -1.949160 -0.998630 0.29 -0.15 0.14
H -3.492558 -0.331850 -1.584663 -0.07 0.11 -0.09
H -3.813668 -3.859346 3.678672 -0.36 0.54 -0.31
H -2.835029 -1.914072 4.370628 -0.44 0.18 -0.41
H -1.536515 -4.804203 4.255394 0.21 -0.06 0.01
H 0.529476 -1.511931 -0.629716 0.11 0.01 -0.13
H 2.542633 -0.188702 -0.279940 -0.01 0.13 -0.10
C 3.980091 4.608637 -5.067133 -0.35 -0.02 -0.29
F 5.205560 4.922144 -5.486860 0.07 -0.01 0.10
F 3.158818 5.614543 -5.387771 0.08 -0.04 0.04
F 3.576181 3.520905 -5.737530 0.07 0.05 0.06
S 3.996558 4.308925 -3.253075 0.42 0.10 -0.22
O 4.408337 5.553319 -2.674243 -0.21 0.12 0.03
O 4.877332 3.189984 -3.071303 -0.18 -0.19 -0.02
N 2.448755 3.975153 -3.116849 0.25 -0.07 0.63
S 1.887030 3.619652 -1.689542 -0.18 0.08 -0.04
O 1.805252 4.701067 -0.752741 -0.04 0.11 -0.04
O 2.304134 2.347988 -1.161897 0.03 -0.38 0.01
C 0.146193 3.332339 -2.216781 -0.03 0.15 -0.47
F 0.056069 2.337248 -3.116030 -0.03 -0.04 0.11
F -0.394875 4.421949 -2.762579 -0.01 -0.07 0.09
F -0.606212 2.983860 -1.160712 0.00 -0.07 0.13



# 2
20
Properties=species:S:1:pos:R:3:forces:R:3 method="wB97M-V/def2-TZVPD" mol_weight_g_mol=427.15 spin_multiplicity=3 homo_ev="-5.79 / -8.62" energy_ha=-1301.459933 fmax_ha_per_bohr=0.0706 orbital_gap_ev="5.52 / 4.30"
Au 1.751283 0.955570 0.264105 1.44 -0.18 0.54
O -4.280181 2.841321 -1.765989 2.54 -1.57 -0.52
C -3.224044 2.397408 -1.465909 -0.42 1.46 3.30
O -2.254275 2.101662 -0.828456 -2.12 0.11 -2.76
C -2.363596 -3.892246 3.297254 -2.36 0.23 1.58
O -1.803413 -2.999254 2.795957 0.19 -1.29 0.06
O -3.088228 -4.623791 3.890030 2.19 1.06 -1.64
N -2.449839 5.434390 -0.704636 3.08 -1.60 0.39
C -1.361515 5.042895 -0.429387 -2.34 2.29 0.31
N -0.126546 4.934886 0.125740 -1.40 0.44 -1.03
C 0.446249 3.829175 -0.049762 -0.47 0.43 0.64
N 0.998400 2.815128 -0.049498 1.08 -2.35 -0.30
N 1.260188 -2.646947 0.043664 -1.90 -1.23 1.21
C 2.350162 -2.009092 -0.455485 0.59 0.74 3.05
N 2.757567 -2.252555 -1.687181 1.45 0.60 -2.40
S 3.194246 -0.919124 0.631204 -1.77 1.04 -1.03
H 0.997853 -3.502756 -0.478876 0.26 0.63 0.96
H 1.181488 -2.703501 1.086679 0.00 -0.17 -1.65
H 2.380490 -2.953695 -2.276498 -0.26 -0.51 -0.21
H 3.633712 -1.849473 -1.942957 0.21 -0.11 -0.47